DFT (ωB97M-V/def2-TZVPD) results for a structure of composition C21H34AsClO2ReS3Si.

As for the total charge: +2. For the energy above the lowest of the compared OMol25 structures with the same formula, charge and spin, the calculation gives 0.0 kJ/mol. The HOMO-LUMO gap (alpha / beta) is 7.2602 / 6.7411 eV. The HOMO energy (alpha / beta) is -13.57 / -13.89 eV. The spin multiplicity is 2.

Last column: Mulliken spin population.
Element x y z (Å)
Re1 0.146 -0.706 -0.502  0.732
As1 2.059 0.422 -1.801  0.002
Cl1 -6.326 -0.361 -4.156  0.004
S1 -1.252 -1.646 1.341  0.036
S2 0.934 -3.054 -0.720  0.019
S3 1.898 -0.767 1.268  -0.002
Si1 -0.344 3.461 2.439  -0.004
O1 -1.251 -1.631 -1.548  0.088
O2 -0.662 0.825 -1.663  -0.005
C1 1.848 0.307 -3.719  0.012
C2 -1.358 -3.393 0.867  0.000
C3 -3.953 0.302 -3.088  -0.016
C4 -0.058 0.922 0.702  0.072
C5 -2.410 -1.334 -2.128  0.018
C6 -2.138 3.660 2.877  0.000
C7 -3.298 -2.349 -2.466  0.017
C8 -1.767 0.988 -2.226  -0.014
C9 -0.177 1.925 1.388  0.007
C10 -4.493 -2.029 -3.080  -0.011
C11 2.678 -2.416 1.327  0.000
C12 0.300 4.883 1.431  0.002
C13 0.706 3.147 3.949  0.001
C14 -2.740 -0.009 -2.446  0.004
C15 3.890 -0.169 -1.581  0.000
C16 -4.827 -0.705 -3.387  0.025
C17 0.980 -0.803 2.835  -0.006
C18 2.583 -3.133 -0.003  -0.002
C19 -0.041 -4.042 0.474  0.001
C20 2.172 2.306 -1.412  0.003
C21 -0.186 -1.776 2.822  0.004
H1 1.689 -1.047 3.627  0.000
H2 -1.939 1.979 -2.655  0.001
H3 2.703 0.781 -4.187  0.002
H4 -1.808 -3.939 1.697  0.001
H5 0.155 -2.809 2.874  0.000
H6 1.800 -0.736 -4.021  0.004
H7 -0.270 5.001 0.504  0.000
H8 2.968 2.735 -2.014  -0.001
H9 0.316 2.314 4.545  0.000
H10 0.712 4.029 4.599  0.000
H11 -2.512 2.799 3.439  0.000
H12 4.530 0.572 -2.053  -0.001
H13 -4.194 1.329 -3.343  0.000
H14 -2.069 -3.404 0.046  0.000
H15 0.939 0.817 -4.027  -0.002
H16 -0.234 -5.003 0.002  -0.001
H17 -2.757 3.777 1.982  0.000
H18 -2.280 4.550 3.498  0.000
H19 2.874 -4.179 0.091  0.001
H20 -3.044 -3.382 -2.262  0.001
H21 0.588 -4.229 1.342  0.001
H22 -0.817 -1.598 3.688  0.001
H23 1.355 4.750 1.172  0.000
H24 2.197 -2.988 2.119  0.000
H25 4.044 -1.120 -2.089  -0.001
H26 4.170 -0.243 -0.532  0.001
H27 3.233 -2.682 -0.750  -0.001
H28 -5.192 -2.815 -3.342  0.000
H29 3.720 -2.276 1.615  0.000
H30 0.645 0.220 2.968  0.008
H31 1.745 2.929 3.680  0.000
H32 2.387 2.438 -0.356  0.000
H33 0.212 5.818 1.993  0.000
H34 1.225 2.782 -1.640  0.000


DFT (ωB97M-V/def2-TZVPD) results for a structure of composition C21H34BN6ReS3SbSe4.

The HOMO-LUMO gap (alpha / beta) is 5.7833 / 5.8100 eV. The HOMO energy (alpha / beta) is -6.12 / -6.50 eV. The spin multiplicity is 4.

Last column: Mulliken spin population.
Element x y z (Å)
Re1 -0.390 -0.028 -1.820  2.071
Sb1 0.592 -0.508 -5.116  0.099
Se1 1.553 -1.500 -1.897  0.072
Se2 -1.434 -1.264 -3.510  0.289
Se3 -0.551 0.429 -6.982  0.094
Se4 0.564 1.489 -3.335  0.210
S1 -1.439 -1.183 -0.009  0.016
S2 2.639 -1.151 0.055  0.026
S3 -1.311 1.891 -0.938  0.031
N1 1.439 1.237 0.529  -0.035
N2 0.380 -0.688 1.905  0.035
N3 -0.036 -2.838 1.626  -0.011
N4 -0.942 1.419 1.675  -0.005
N5 3.226 1.412 -0.776  -0.002
N6 -3.030 1.947 1.148  0.001
C1 2.464 0.572 -0.046  -0.002
C2 4.120 1.476 -3.038  -0.017
C3 0.121 -5.275 1.799  0.000
C4 -2.951 1.821 2.512  0.004
C5 5.071 -0.183 -1.445  -0.003
C6 4.464 1.213 -1.572  -0.004
C7 -4.505 1.156 -0.651  0.006
C8 1.077 -1.387 2.855  0.006
C9 -4.047 3.619 -0.341  0.003
C10 1.571 2.545 0.145  0.059
C11 -5.441 2.378 1.306  0.000
C12 -1.791 1.696 0.667  0.018
C13 -2.057 -4.182 1.297  -0.002
C14 -1.680 1.495 2.830  0.001
C15 -4.240 2.273 0.365  -0.005
C16 -0.191 -4.201 -0.410  -0.023
C17 2.650 2.648 -0.667  -0.040
C18 0.821 -2.701 2.689  -0.003
C19 -0.544 -4.105 1.076  0.021
C20 5.500 2.224 -1.063  0.002
C21 -0.296 -1.594 1.168  0.034
B1 0.500 0.834 1.740  0.011
H1 -0.217 -6.199 1.338  0.000
H2 -0.154 -5.304 2.851  0.000
H3 -2.296 -4.057 2.352  0.001
H4 5.666 2.108 0.007  0.000
H5 -3.766 4.394 0.371  -0.001
H6 4.438 -0.943 -1.896  0.000
H7 -0.675 -3.428 -1.003  0.025
H8 1.014 1.281 2.719  0.000
H9 5.276 -0.449 -0.410  0.001
H10 6.443 2.047 -1.572  0.000
H11 -4.553 0.185 -0.156  0.001
H12 5.205 3.248 -1.267  0.000
H13 -1.241 1.318 3.790  0.000
H14 -5.319 3.198 2.013  0.000
H15 -5.453 1.331 -1.154  0.000
H16 0.871 3.301 0.442  0.001
H17 1.700 -0.878 3.561  -0.002
H18 -0.521 -5.155 -0.808  -0.005
H19 -3.793 1.946 3.157  0.000
H20 1.202 -5.231 1.698  0.000
H21 3.014 3.515 -1.180  0.005
H22 0.886 -4.125 -0.553  0.002
H23 -3.284 3.558 -1.114  -0.001
H24 -2.409 -5.157 0.970  0.000
H25 -4.979 3.908 -0.819  0.000
H26 -2.587 -3.422 0.730  0.009
H27 3.333 0.798 -3.375  0.012
H28 -3.737 1.123 -1.422  -0.007
H29 3.772 2.492 -3.200  0.000
H30 1.204 -3.527 3.251  -0.001
H31 -6.326 2.579 0.707  0.000
H32 -5.603 1.445 1.844  0.000
H33 6.015 -0.192 -1.984  0.000
H34 4.995 1.305 -3.657  0.000


DFT (ωB97M-V/def2-TZVPD) results for a structure of composition C21H34Cl2NO3P3PdS2.

For the energy above the lowest of the compared OMol25 structures with the same formula, charge and spin, the calculation gives 47.0 kJ/mol. The HOMO-LUMO gap is 6.8353 eV. The HOMO energy is -7.09 eV.

Last column: Mulliken charge in e.
Element x y z (Å)
Pd1 -1.213 -1.067 0.669  -0.279
Cl1 -2.744 -5.931 1.053  -0.231
Cl2 2.033 -6.468 3.483  -0.275
S1 -0.419 2.804 -1.374  -0.457
S2 0.777 -0.312 -0.706  -0.307
P1 -1.743 0.793 2.048  1.193
P2 0.827 1.360 -1.820  0.404
P3 -2.993 -0.494 -0.543  1.555
O1 -2.005 -3.055 0.894  -0.610
O2 2.353 1.876 -1.731  -0.021
O3 0.760 0.917 -3.342  -0.425
N1 0.223 -1.907 1.886  0.064
C1 3.161 3.941 -0.819  -1.459
C2 1.430 1.480 -4.505  0.503
C3 -4.158 -1.872 -0.563  -1.437
C4 1.328 2.992 -4.553  -1.204
C5 -2.896 0.063 -2.248  -1.314
C6 2.851 2.490 -0.522  1.498
C7 1.321 -1.325 2.315  0.002
C8 4.053 1.686 -0.073  -1.407
C9 2.238 -3.397 3.074  -0.754
C10 0.075 -3.267 2.011  0.104
C11 0.836 -5.443 2.738  0.680
C12 -0.532 2.002 2.651  -0.992
C13 -2.766 0.466 3.521  -1.530
C14 1.070 -4.054 2.626  -0.066
C15 -1.292 -5.188 1.643  0.441
C16 -0.321 -5.987 2.261  -0.657
C17 -1.136 -3.818 1.471  0.335
C18 -2.834 1.788 0.971  -0.455
C19 2.362 -2.048 2.919  -1.259
C20 -3.867 0.847 0.354  -1.287
C21 2.853 0.967 -4.601  -1.139
H1 4.439 2.074 0.872  0.416
H2 -2.152 -0.018 4.282  0.407
H3 -2.289 0.967 -2.312  0.265
H4 -1.042 2.906 2.984  0.467
H5 -3.568 -0.226 3.267  0.422
H6 3.027 -3.978 3.531  0.407
H7 -3.854 -2.604 -1.311  0.420
H8 -4.538 1.374 -0.328  0.506
H9 -3.188 1.384 3.937  0.414
H10 3.918 4.012 -1.604  0.294
H11 -0.498 -7.050 2.352  0.451
H12 3.773 0.639 0.057  0.273
H13 -2.429 -0.701 -2.870  0.378
H14 3.260 1.223 -5.582  0.472
H15 1.392 -0.256 2.171  0.433
H16 0.849 1.057 -5.325  0.357
H17 -3.288 2.630 1.499  0.541
H18 2.069 2.436 0.240  -0.661
H19 1.699 3.345 -5.517  0.478
H20 -2.183 2.187 0.186  -0.229
H21 3.481 1.410 -3.831  0.081
H22 0.159 2.249 1.843  -0.106
H23 -4.151 -2.372 0.402  0.335
H24 0.039 1.588 3.484  0.398
H25 2.875 -0.117 -4.489  0.304
H26 1.923 3.451 -3.764  0.150
H27 -3.917 0.246 -2.589  0.464
H28 3.544 4.438 0.075  0.435
H29 0.295 3.317 -4.433  0.313
H30 2.259 4.455 -1.149  0.292
H31 4.849 1.742 -0.818  0.320
H32 -4.484 0.371 1.120  0.413
H33 3.250 -1.525 3.243  0.442
H34 -5.154 -1.494 -0.807  0.433